{"formula": "C7H10", "method": "ωB97M-V/def2-TZVPD", "symbols": ["C", "C", "C", "C", "C", "C", "C", "H", "H", "H", "H", "H", "H", "H", "H", "H", "H"], "positions_angstrom": [[-0.89, 1.19, -1.24], [-0.57, 0.23, -0.13], [-0.79, 0.43, 1.30], [0.65, 0.20, 0.88], [1.03, -1.18, 0.32], [-0.36, -1.28, -0.36], [1.86, -0.37, -0.59], [-1.95, 1.10, -1.51], [-0.69, 2.22, -0.95], [-0.28, 0.95, -2.12], [-1.34, -0.29, 1.90], [-0.93, 1.47, 1.60], [1.38, 0.93, 1.23], [1.44, -1.97, 0.95], [-1.10, -1.88, 0.17], [-0.29, -1.59, -1.40], [2.81, -0.16, -0.05]], "lowdin_charge": [-0.0281, -0.4115, -0.0469, -0.1980, -0.3468, -0.0925, 0.1340, 0.0841, 0.0859, 0.0773, 0.1110, 0.1182, 0.1359, 0.1308, 0.1138, 0.1117, 0.0211], "total_charge": 0, "orbital_gap_ev": 8.74, "e_homo_ev": -8.1, "total_energy_ha": -272.51080, "multiplicity": 1, "relative_energy_kcal_mol": 130.0}

---

{"formula": "C23H22F5FeN4OS3Se", "method": "ωB97M-V/def2-TZVPD", "symbols": ["Fe", "C", "C", "C", "C", "C", "C", "C", "H", "H", "H", "H", "H", "H", "H", "H", "N", "C", "N", "C", "C", "S", "C", "C", "S", "C", "N", "N", "H", "H", "H", "H", "H", "H", "O", "S", "C", "C", "C", "C", "H", "H", "H", "H", "H", "H", "H", "H", "F", "C", "C", "F", "C", "F", "C", "Se", "C", "F", "C", "F"], "positions_angstrom": [[-0.16, 0.68, -0.59], [0.43, -0.44, 5.37], [-0.53, -1.04, 4.41], [-1.86, -1.26, 4.78], [-2.76, -1.81, 3.87], [-2.33, -2.22, 2.60], [-1.02, -2.12, 2.21], [-0.10, -1.56, 3.15], [0.54, -1.02, 6.30], [0.05, 0.51, 5.71], [1.52, -0.34, 4.95], [-2.14, -1.04, 5.79], [-3.86, -1.82, 4.02], [-3.04, -2.64, 1.91], [-0.66, -2.55, 1.24], [0.88, -1.36, 2.90], [-1.41, 1.16, 2.36], [-0.28, 1.88, 2.14], [0.17, 2.06, 0.95], [1.12, 3.02, 0.79], [1.51, 3.58, 1.94], [0.70, 2.82, 3.28], [1.63, 3.05, -0.61], [2.58, 3.84, -1.15], [2.86, 3.50, -2.79], [1.60, 2.32, -2.72], [1.06, 2.16, -1.50], [1.27, 1.58, -3.81], [-1.53, 0.39, 1.77], [-1.50, 0.73, 3.28], [2.24, 4.22, 2.17], [3.29, 4.56, -0.59], [1.52, 1.90, -4.71], [0.60, 0.79, -3.73], [-1.71, 0.16, -1.44], [-2.37, -1.21, -1.12], [-4.17, -0.98, -1.15], [-4.62, -1.20, -2.61], [-3.44, -1.04, -3.53], [-2.25, -1.80, -2.87], [-4.37, 0.01, -0.78], [-4.48, -1.71, -0.44], [-5.44, -0.51, -2.86], [-4.94, -2.26, -2.73], [-3.17, 0.03, -3.68], [-3.69, -1.48, -4.53], [-1.22, -1.59, -3.06], [-2.44, -2.88, -2.85], [6.12, 0.08, -3.04], [5.02, -0.17, -2.49], [4.49, 0.56, -1.43], [5.17, 1.65, -1.01], [3.45, 0.08, -0.70], [3.06, 0.67, 0.41], [2.74, -0.98, -1.16], [1.23, -1.53, -0.20], [3.16, -1.71, -2.42], [2.42, -2.64, -2.96], [4.24, -1.21, -3.03], [4.79, -1.91, -4.04]], "lowdin_charge": [0.7057, -0.0559, -0.3049, -0.0366, -0.0499, -0.1214, -0.1571, -0.0506, 0.0973, 0.0684, 0.1220, 0.1218, 0.1274, 0.0930, 0.0354, 0.0630, 0.1574, -0.6145, -0.0420, -0.3106, -0.2764, 1.1213, -0.3352, -0.3467, 1.1400, -0.6368, 0.0010, 0.1216, 0.0385, 0.0859, 0.0433, 0.1400, 0.0998, 0.1257, -0.6392, 1.0141, -0.2573, -0.2022, -0.2214, -0.2350, 0.1046, 0.0768, 0.1365, 0.1350, 0.1247, 0.1393, 0.0692, 0.1133, 0.2651, -0.1400, -0.1143, 0.1223, -0.3172, 0.1073, -0.4372, 1.0122, -0.2064, 0.1572, -0.1261, 0.1493], "total_charge": 2, "orbital_gap_ev": [8.33, 4.47], "e_homo_ev": [-13.6, -13.6], "total_energy_ha": -6542.34673, "multiplicity": 6, "relative_energy_kcal_mol": 52.8}

---

{"formula": "C2H6S", "method": "ωB97M-V/def2-TZVPD", "symbols": ["C", "C", "H", "H", "H", "H", "H", "H", "S"], "positions_angstrom": [[-1.46, 0.41, 0.00], [1.38, 0.42, 0.01], [-1.78, 0.82, 1.00], [-1.27, 1.23, -0.67], [-2.30, -0.10, -0.29], [1.83, 1.02, -1.03], [1.08, 1.42, 0.61], [2.48, -0.12, 0.58], [0.03, -0.58, -0.02]], "lowdin_charge": [-0.4279, -0.6365, 0.0613, 0.0271, -0.0045, 0.0907, 0.0563, 0.1315, 0.7020], "total_charge": 0, "orbital_gap_ev": 9.35, "e_homo_ev": -8.3, "total_energy_ha": -477.90215, "multiplicity": 1, "relative_energy_kcal_mol": 46.4}

---

{"formula": "H16NO11", "method": "ωB97M-V/def2-TZVPD", "symbols": ["N", "O", "O", "O", "O", "H", "H", "O", "H", "H", "O", "H", "H", "O", "H", "H", "O", "H", "H", "O", "H", "H", "O", "H", "H", "O", "H", "H"], "positions_angstrom": [[16.58, 24.27, -14.02], [15.46, 24.60, -14.43], [16.79, 24.31, -12.82], [17.16, 23.41, -14.68], [15.52, 22.34, -16.82], [15.98, 22.90, -16.14], [14.60, 22.34, -16.57], [17.84, 20.83, -15.35], [17.52, 20.71, -16.20], [18.03, 21.76, -15.15], [13.69, 22.79, -12.85], [14.23, 22.15, -12.37], [14.23, 22.96, -13.63], [18.88, 24.76, -10.72], [18.84, 25.18, -9.82], [18.56, 25.36, -11.42], [13.08, 24.67, -15.89], [12.50, 25.38, -15.61], [13.89, 24.86, -15.46], [18.61, 22.29, -12.50], [18.39, 22.79, -13.26], [18.74, 21.38, -12.84], [13.76, 26.20, -12.67], [14.11, 25.86, -13.47], [14.32, 26.06, -11.87], [15.44, 25.41, -10.67], [15.38, 24.66, -10.07], [15.77, 24.95, -11.43]], "lowdin_charge": [-0.5062, -0.0502, 0.0061, -0.0487, -0.0838, 0.0099, 0.0179, -0.0389, -0.0175, -0.0039, -0.0548, 0.0381, 0.0069, -0.0958, 0.0510, 0.0275, -0.0404, 0.0363, -0.0421, -0.0680, -0.0479, 0.0487, -0.0764, -0.0484, -0.0026, -0.0525, 0.0520, -0.0161], "total_charge": -1, "orbital_gap_ev": 10.06, "e_homo_ev": -6.9, "total_energy_ha": -891.94168, "multiplicity": 1, "relative_energy_kcal_mol": 37.6}

---

{"formula": "C6H10O", "method": "ωB97M-V/def2-TZVPD", "symbols": ["C", "C", "C", "C", "C", "C", "O", "H", "H", "H", "H", "H", "H", "H", "H", "H", "H"], "positions_angstrom": [[-2.03, -0.38, 0.05], [-1.16, 0.77, -0.40], [-0.30, 1.48, 0.59], [0.37, 0.61, -0.51], [1.07, -0.82, -0.18], [2.57, -1.07, 0.00], [3.47, -0.27, -0.13], [-3.00, -0.04, 0.44], [-1.55, -0.94, 0.86], [-2.22, -1.07, -0.77], [-1.64, 1.40, -1.15], [-0.23, 2.57, 0.53], [-0.36, 1.15, 1.63], [0.87, 1.19, -1.27], [0.72, -1.73, -0.72], [0.59, -0.72, 0.77], [2.82, -2.13, 0.28]], "lowdin_charge": [-0.0783, -0.3236, -0.0988, -0.1857, -0.0928, -0.2629, 0.0457, 0.0784, 0.0700, 0.0766, 0.1305, 0.1006, 0.1062, 0.1175, 0.1220, 0.0731, 0.1215], "total_charge": 0, "orbital_gap_ev": 10.76, "e_homo_ev": -9.8, "smiles": "C[C@H]1C[C@H]1CC=O", "total_energy_ha": -309.78144, "multiplicity": 1, "relative_energy_kcal_mol": 38.2}

---

{"formula": "C19H16ClN3O2S", "method": "ωB97M-V/def2-TZVPD", "symbols": ["C", "H", "O", "C", "C", "C", "C", "C", "C", "H", "H", "C", "O", "C", "H", "H", "S", "C", "N", "C", "N", "C", "C", "Cl", "C", "H", "H", "H", "C", "N", "C", "C", "C", "C", "H", "H", "H", "H", "H", "H", "H", "H"], "positions_angstrom": [[-6.80, 0.22, -0.66], [-7.60, 0.31, -1.39], [-5.75, -0.45, -1.33], [-4.60, -0.69, -0.66], [-4.35, -0.34, 0.67], [-3.13, -0.62, 1.25], [-2.13, -1.25, 0.52], [-2.39, -1.62, -0.80], [-3.60, -1.34, -1.39], [-3.80, -1.61, -2.41], [-1.61, -2.13, -1.35], [-0.80, -1.57, 1.08], [-0.08, -2.41, 0.59], [-0.33, -0.79, 2.30], [-0.92, -1.06, 3.18], [0.73, -0.97, 2.46], [-0.56, 1.00, 2.06], [0.79, 1.33, 1.01], [1.71, 0.40, 0.87], [2.73, 0.65, 0.06], [2.89, 1.76, -0.64], [1.99, 2.73, -0.50], [0.90, 2.56, 0.34], [-0.30, 3.77, 0.57], [2.19, 3.98, -1.29], [3.08, 3.89, -1.90], [1.32, 4.17, -1.92], [2.29, 4.83, -0.61], [3.75, -0.40, -0.06], [3.74, -1.36, 0.86], [4.63, -2.33, 0.76], [5.59, -2.39, -0.24], [5.61, -1.38, -1.19], [4.67, -0.36, -1.10], [4.64, 0.44, -1.82], [6.34, -1.39, -1.99], [6.30, -3.20, -0.27], [4.58, -3.08, 1.53], [-2.98, -0.34, 2.28], [-5.11, 0.15, 1.26], [-6.49, 1.22, -0.34], [-7.16, -0.35, 0.20]], "lowdin_charge": [-0.0838, 0.0936, -0.0752, -0.2698, -0.0077, -0.0547, -0.1877, -0.0014, 0.0101, 0.1193, 0.1215, -0.4252, 0.0978, -0.3576, 0.0878, 0.0810, 0.9834, -0.5846, 0.1364, -0.2641, 0.1741, -0.3312, -0.6112, 0.7137, -0.0449, 0.0801, 0.0801, 0.0821, -0.2184, 0.1265, -0.1375, -0.0614, -0.0661, -0.0113, 0.1034, 0.1048, 0.0992, 0.1055, 0.0965, 0.1041, 0.0967, 0.0960], "total_charge": 0, "orbital_gap_ev": 8.59, "e_homo_ev": -8.4, "smiles": "COc1ccc(C(=O)CSc2nc(-c3ccccn3)nc(C)c2Cl)cc1", "total_energy_ha": -1906.76783, "multiplicity": 1, "relative_energy_kcal_mol": 15.5}

---

{"formula": "CH6N3S2", "method": "ωB97M-V/def2-TZVPD", "symbols": ["C", "N", "N", "N", "S", "S", "H", "H", "H", "H", "H", "H"], "positions_angstrom": [[0.63, 0.22, -0.13], [0.09, 1.90, 0.06], [-0.50, -0.41, -0.07], [-0.23, -1.79, 0.02], [2.22, -0.12, -0.15], [-2.10, 0.08, -0.14], [0.07, 2.45, -0.78], [0.67, 2.31, 0.78], [2.20, -1.53, -0.23], [-0.27, -1.99, 0.92], [-0.87, -2.44, -0.53], [-1.91, 1.33, 0.26]], "lowdin_charge": [-0.6428, 0.0490, -0.5731, 0.0522, 0.9939, 0.9385, 0.0601, 0.0621, -0.0229, 0.0433, 0.1541, -0.1142], "total_charge": 1, "orbital_gap_ev": 9.34, "e_homo_ev": -13.7, "total_energy_ha": -1001.95299, "multiplicity": 1, "relative_energy_kcal_mol": 81.4}